Computed, not measured: a cluster of 11 separate species, C47H71N7O16P4 in total in a non-equilibrium geometry, with ωB97M-V with the def2-TZVPD basis set.

The HOMO energy is -9.161 eV. For the gap between HOMO and LUMO, the calculation gives 9.684 eV. The calculation puts the total energy at -4786.31544 Eh. Its structure (SMILES) is COP(=O)(OC)OC.COP(=O)(OC)OC.COP(=O)(OC)OC.COP(=O)(OC)OC.c1ccncc1.c1ccncc1.c1ccncc1.c1ccncc1.c1ccncc1.c1ccncc1.c1ccncc1. As for the total charge: 0. Its maximum force is 3.5 eV/Å. Its energy relative to the best compared isomer or geometry (same formula, charge and spin) is 0.935 eV.

Last column: Löwdin charge in e.
Positions of all 145 atoms, in Å:
N: 0.943 -2.447 -0.743  0.07
C: 0.329 -1.549 -1.535  -0.16
C: -0.916 -1.737 -2.130  -0.08
C: -1.523 -2.981 -2.116  -0.10
C: -0.851 -3.855 -1.350  -0.11
C: 0.308 -3.598 -0.634  -0.15
H: 0.850 -0.611 -1.706  0.10
H: -1.258 -0.908 -2.756  0.10
H: -2.340 -3.316 -2.788  0.13
H: -1.293 -4.787 -1.409  0.09
H: 0.744 -4.351 0.108  0.10
N: 4.602 -0.378 1.703  0.07
C: 5.545 0.591 1.851  -0.16
C: 6.413 1.063 0.863  -0.09
C: 6.293 0.504 -0.385  -0.09
C: 5.338 -0.455 -0.593  -0.07
C: 4.498 -0.810 0.426  -0.14
H: 5.757 0.885 2.915  0.11
H: 7.169 1.824 1.150  0.11
H: 6.896 0.911 -1.220  0.12
H: 5.099 -0.768 -1.575  0.08
H: 3.718 -1.477 0.231  0.08
N: -3.019 4.695 3.502  0.05
C: -2.297 4.239 2.447  -0.13
C: -1.385 3.216 2.590  -0.09
C: -1.143 2.549 3.794  -0.06
C: -1.863 3.036 4.931  -0.05
C: -2.774 4.089 4.652  -0.20
H: -2.280 4.808 1.478  0.10
H: -0.820 2.993 1.677  0.08
H: -0.329 1.829 3.831  0.08
H: -1.885 2.514 5.939  0.12
H: -3.465 4.557 5.465  0.13
N: -0.608 -0.943 7.427  0.05
C: -1.750 -1.374 6.949  -0.16
C: -2.031 -1.455 5.564  -0.04
C: -1.078 -0.948 4.635  -0.06
C: 0.134 -0.526 5.176  -0.11
C: 0.298 -0.521 6.534  -0.16
H: -2.512 -1.778 7.588  0.10
H: -2.919 -1.939 5.312  0.06
H: -1.279 -0.915 3.536  0.09
H: 0.900 -0.160 4.485  0.10
H: 1.224 -0.094 7.000  0.12
N: -1.363 -2.430 -5.616  0.05
C: -1.608 -1.745 -6.679  -0.19
C: -0.766 -1.720 -7.805  -0.05
C: 0.415 -2.477 -7.708  -0.06
C: 0.639 -3.235 -6.572  -0.09
C: -0.289 -3.241 -5.551  -0.13
H: -2.528 -1.200 -6.802  0.10
H: -0.955 -1.174 -8.702  0.09
H: 1.090 -2.547 -8.544  0.11
H: 1.416 -3.930 -6.570  0.09
H: -0.216 -3.898 -4.628  0.12
N: -3.748 3.581 -2.737  0.07
C: -3.536 2.569 -3.572  -0.17
C: -3.736 1.239 -3.318  -0.12
C: -4.276 0.847 -2.160  -0.08
C: -4.787 1.904 -1.386  -0.07
C: -4.462 3.218 -1.648  -0.15
H: -3.056 2.750 -4.529  0.11
H: -3.471 0.596 -4.110  0.09
H: -4.519 -0.245 -1.915  0.13
H: -5.205 1.596 -0.421  0.08
H: -4.728 4.073 -1.041  0.10
N: -0.362 -0.052 1.277  0.09
C: -1.118 0.527 0.401  -0.18
C: -0.680 1.647 -0.367  -0.06
C: 0.587 2.112 -0.134  -0.08
C: 1.410 1.534 0.847  -0.04
C: 0.883 0.414 1.465  -0.15
H: -2.128 0.111 0.167  0.11
H: -1.312 2.133 -1.063  0.08
H: 0.846 3.076 -0.592  0.11
H: 2.481 1.798 0.962  0.11
H: 1.626 -0.181 1.961  0.07
C: -2.540 -2.676 1.161  -0.09
O: -3.359 -2.078 2.212  -0.24
P: -4.763 -1.388 1.752  0.34
O: -4.963 -1.078 0.343  -0.21
O: -5.786 -2.458 2.235  -0.20
C: -6.113 -2.781 3.643  -0.04
O: -4.901 -0.189 2.776  -0.21
C: -4.305 1.101 2.492  -0.04
H: -3.141 -3.496 0.700  0.11
H: -1.596 -3.010 1.632  0.08
H: -2.164 -1.938 0.394  0.06
H: -6.756 -2.053 4.083  0.07
H: -5.186 -2.677 4.176  0.06
H: -6.522 -3.762 3.894  0.09
H: -4.811 1.427 1.557  0.08
H: -3.250 1.004 2.267  0.06
H: -4.492 1.686 3.330  0.07
C: 2.982 -3.405 -3.612  -0.05
O: 2.837 -2.522 -4.758  -0.23
P: 3.299 -1.039 -4.580  0.35
O: 3.127 -0.430 -3.228  -0.24
O: 4.793 -1.116 -5.163  -0.22
C: 5.474 0.177 -5.155  -0.08
O: 2.585 -0.218 -5.714  -0.23
C: 1.271 0.322 -5.562  -0.08
H: 2.553 -2.933 -2.745  0.05
H: 4.053 -3.607 -3.511  0.10
H: 2.440 -4.324 -3.825  0.09
H: 5.779 0.488 -4.197  0.06
H: 4.840 0.923 -5.679  0.09
H: 6.348 0.006 -5.853  0.11
H: 0.568 -0.504 -5.250  0.08
H: 1.001 0.763 -6.553  0.10
H: 1.331 1.137 -4.807  0.10
C: -1.645 5.638 -1.213  -0.08
O: -0.516 6.073 -0.427  -0.23
P: 0.882 6.455 -1.094  0.33
O: 1.411 5.542 -2.100  -0.24
O: 0.606 7.869 -1.750  -0.24
C: 1.579 8.477 -2.615  -0.09
O: 1.823 6.543 0.150  -0.20
C: 3.103 6.034 0.269  -0.11
H: -2.461 5.565 -0.508  0.06
H: -1.324 4.667 -1.613  0.08
H: -1.896 6.348 -1.989  0.09
H: 1.774 7.742 -3.460  0.10
H: 2.517 8.748 -2.021  0.11
H: 1.017 9.392 -2.949  0.10
H: 3.821 6.867 0.168  0.10
H: 3.237 5.358 -0.574  0.08
H: 3.213 5.519 1.220  0.09
C: 1.471 -2.668 2.681  -0.10
O: 1.630 -3.728 3.610  -0.22
P: 0.955 -5.144 3.373  0.36
O: 0.772 -5.562 1.965  -0.23
O: 1.976 -6.054 4.180  -0.21
C: 3.352 -6.070 3.857  -0.10
O: -0.316 -5.204 4.274  -0.19
C: -0.260 -4.895 5.645  -0.09
H: 0.458 -2.369 2.725  0.04
H: 1.665 -2.990 1.617  0.08
H: 2.128 -1.876 3.066  0.08
H: 3.752 -5.105 3.725  0.06
H: 3.620 -6.609 2.965  0.08
H: 3.889 -6.567 4.706  0.11
H: 0.284 -3.974 5.837  0.09
H: 0.134 -5.783 6.218  0.11
H: -1.267 -4.863 5.881  0.06